[1]
The following is a quantum chemistry calculation of a 8-piece molecular cluster, C14H46N2O8 overall at a distorted geometry, from the Open Molecules 2025 dataset.

Structure (XYZ):
```
70
Properties=species:S:1:pos:R:3:forces:R:3
O -0.586 -2.206 -0.496 -0.12 -0.35 0.42
O 4.004 2.755 2.109 0.73 0.53 0.54
O -2.120 1.852 1.480 -0.04 0.05 0.10
O 0.229 0.717 -4.272 0.00 0.23 0.12
O -2.526 2.010 -1.354 -0.10 0.12 -0.10
O -1.242 -3.691 1.740 -0.11 0.24 0.11
O 3.717 -1.397 -2.353 -0.04 0.04 0.21
O -0.202 0.338 -1.528 -0.21 -0.10 0.55
N 0.635 2.326 0.659 0.41 -0.29 0.04
N -2.896 -1.114 1.537 0.92 -0.08 -0.05
C -2.313 -3.260 2.579 -0.08 -0.16 0.00
C 2.952 -1.814 -1.228 -0.35 -0.22 0.08
C -1.272 -5.084 1.551 0.28 -0.26 -0.22
C -3.466 -0.073 -2.083 -0.20 -0.46 -0.37
C -2.301 -1.763 2.738 -0.29 0.72 -0.17
C 1.761 2.119 1.579 0.08 -0.03 0.56
C -3.116 -1.366 3.959 -0.43 -0.17 0.33
C 4.957 3.814 2.050 -0.13 -0.35 0.34
C -3.769 1.279 -1.504 0.27 0.22 0.32
C 3.044 -3.308 -0.986 0.18 -0.37 -0.17
C 0.852 1.985 -4.408 -0.03 -0.05 0.54
C 3.002 2.902 1.163 -0.64 -0.11 -1.27
C -0.165 3.116 -4.371 0.25 0.07 0.10
C 2.047 0.629 1.740 0.02 0.28 0.00
H 1.917 -1.533 -1.437 0.12 0.05 -0.14
H -4.121 -1.805 3.948 0.11 0.05 -0.25
H -2.601 -0.126 1.530 -0.39 -0.24 0.23
H 0.031 0.605 -3.321 0.13 -0.27 -0.33
H 0.735 3.208 0.165 -0.08 -0.04 0.04
H 1.427 1.999 -5.332 -0.08 -0.14 -0.10
H -1.177 1.985 1.671 0.03 0.07 -0.20
H 2.845 -3.864 -1.906 -0.04 0.10 -0.01
H -4.436 1.844 -2.154 -0.02 0.03 -0.02
H -2.659 -1.703 4.896 0.16 0.13 -0.16
H -4.207 1.195 -0.506 -0.23 -0.06 -0.10
H 3.359 2.558 0.171 -0.10 -0.07 0.17
H -2.223 -3.764 3.550 0.08 0.09 -0.04
H 4.626 -1.693 -2.238 -0.02 0.01 0.06
H -4.385 -0.520 -2.474 0.02 0.03 0.12
H -3.059 -0.770 -1.353 0.08 0.10 0.07
H -2.409 -1.480 0.713 -0.31 -0.04 0.21
H -0.356 -0.469 -0.984 0.09 0.29 -0.50
H 2.337 -3.660 -0.230 0.04 0.20 0.05
H 3.224 -1.291 -0.306 0.24 0.12 -0.14
H 0.633 1.580 -0.045 -0.03 0.33 0.08
H 5.817 3.529 2.656 -0.05 -0.13 -0.04
H -3.245 -0.285 3.989 0.08 0.03 0.04
H -0.997 0.887 -1.410 0.12 -0.08 -0.04
H 1.513 2.508 2.582 -0.16 -0.02 -0.26
H -2.155 2.067 0.534 -0.05 -0.19 0.14
H -2.160 -5.389 0.987 -0.03 -0.04 0.14
H 1.175 0.095 2.123 -0.05 0.04 -0.07
H 0.279 4.054 -4.714 -0.04 -0.01 -0.05
H -3.272 -3.560 2.131 0.07 0.04 0.04
H -0.484 3.270 -3.337 -0.23 -0.02 -0.07
H -0.317 -2.865 -1.145 -0.04 0.09 0.02
H 2.695 3.951 0.998 0.18 -0.03 0.36
H 5.292 3.982 1.024 -0.03 0.11 -0.02
H -2.772 -0.005 -2.923 0.00 0.12 0.05
H -0.385 -5.365 0.981 -0.03 0.06 -0.02
H 4.050 -3.593 -0.655 -0.09 0.04 0.01
H -1.022 2.865 -4.993 -0.06 0.07 -0.02
H 2.867 0.490 2.442 0.03 -0.04 -0.04
H 2.326 0.205 0.775 -0.01 -0.06 -0.01
H -2.715 2.953 -1.375 0.05 -0.02 -0.07
H 1.555 2.130 -3.574 0.10 -0.01 -0.25
H -0.816 -2.706 0.327 0.26 0.16 -0.43
H 4.545 4.732 2.490 -0.05 -0.02 -0.28
H -1.273 -1.406 2.919 -0.01 -0.30 -0.13
H -1.227 -5.608 2.511 -0.14 0.00 -0.02
```
Forces are in eV/Å.

SMILES string ... COC[C@H](C)N.COC[C@H](C)N.CCO.CCO.CCO.O.O.O
Charge ... 0
E_HOMO ... -9.228 eV
Energy above the lowest of the compared OMol25 structures with the same formula, charge and spin ... 0.00 kcal per mole
LUMO energy ... 0.6 eV

Which charges does Mulliken predict for the atoms? In e, they are:
1 O -0.564
2 O -0.321
3 O -0.795
4 O -0.590
5 O -0.552
6 O -0.326
7 O -0.539
8 O -0.293
9 N -0.266
10 N -0.683
11 C -1.036
12 C 0.608
13 C -0.912
14 C -0.686
15 C 1.152
16 C 0.494
17 C -1.556
18 C -0.773
19 C -0.247
20 C -1.205
21 C -0.193
22 C -0.767
23 C -0.788
24 C -0.857
25 H -0.145
26 H 0.321
27 H 0.353
28 H 0.307
29 H 0.210
30 H 0.356
31 H 0.388
32 H 0.333
33 H 0.389
34 H 0.398
35 H 0.296
36 H 0.335
37 H 0.436
38 H 0.318
39 H 0.414
40 H -0.102
41 H 0.025
42 H 0.189
43 H 0.231
44 H 0.024
45 H 0.148
46 H 0.256
47 H 0.381
48 H 0.206
49 H 0.108
50 H 0.369
51 H 0.349
52 H 0.064
53 H 0.371
54 H 0.373
55 H 0.079
56 H 0.212
57 H 0.393
58 H 0.317
59 H 0.234
60 H 0.260
61 H 0.409
62 H 0.235
63 H 0.484
64 H -0.042
65 H 0.244
66 H 0.143
67 H 0.427
68 H 0.292
69 H -0.039
70 H 0.348

---

[2]
The following is a quantum chemistry calculation of C14H47FeO25P3S2 as an isolated structure at a distorted geometry, from the Open Molecules 2025 dataset.

Structure (XYZ):
```
92
Properties=species:S:1:pos:R:3:forces:R:3
Fe 0.893 1.183 1.083 -0.18 0.14 0.46
S -0.512 0.792 -1.228 1.49 -0.64 1.81
S 1.859 3.028 2.812 0.13 0.19 0.67
P -2.084 1.100 2.940 -0.60 0.39 0.72
P 4.062 0.771 -0.283 0.82 1.10 -0.45
P 1.314 -2.103 2.442 -0.42 0.10 0.21
O 0.203 -0.134 -0.301 -0.02 -2.68 -0.49
O -0.123 2.001 -0.443 -1.27 2.27 -1.85
O 4.316 -0.521 -1.172 -0.27 0.15 0.47
O -3.158 -1.905 -1.617 -0.07 -0.14 -0.27
O 5.118 0.734 0.870 0.44 -0.33 -0.40
O -3.113 -0.040 2.594 -0.09 0.23 0.29
O 1.646 1.530 2.882 0.68 -1.71 1.49
O 1.015 3.689 3.790 -0.18 0.09 -0.24
O 1.337 3.115 1.409 -0.33 1.65 -1.40
O 4.609 1.985 -1.132 -0.40 -0.42 0.44
O -1.950 0.461 -1.194 0.24 0.59 -0.53
O -1.530 0.753 4.375 0.61 -0.81 -0.34
O 1.510 1.737 -4.639 0.72 -0.43 -0.01
O 1.026 -0.762 1.947 0.28 -0.44 -0.03
O -1.070 -3.579 -2.639 0.09 -0.42 -0.38
O 1.904 -2.101 3.907 0.06 -0.66 -0.59
O -1.639 0.422 -4.888 0.04 -0.66 0.01
O -3.389 2.723 -1.268 -0.53 0.06 0.48
O 0.023 -3.018 2.529 0.36 -0.04 0.38
O -3.024 2.355 3.188 0.21 -0.33 0.10
O 2.666 0.924 0.136 -0.11 -0.26 0.02
O -1.014 1.279 1.967 0.05 0.01 0.05
O 3.256 3.384 2.930 -0.05 -0.18 -0.22
O 0.078 0.711 -2.562 -0.82 0.16 -0.07
O 2.321 -2.933 1.547 -0.07 0.50 0.66
C 1.399 -1.120 4.828 -0.08 1.09 -0.13
C -1.843 -0.984 -4.991 0.00 0.12 1.19
C -4.418 2.537 -2.209 0.19 -0.29 -0.46
C 1.920 0.813 -5.644 -1.33 0.19 0.48
C -0.684 -3.295 1.322 -0.94 -0.10 -0.85
C -2.303 0.679 5.551 -0.89 0.74 0.52
C 3.255 -3.883 2.045 0.80 -0.63 -0.86
C -3.999 0.166 1.483 -0.26 -0.49 -0.96
C 0.175 -2.903 -2.590 -0.55 0.60 0.68
C 4.844 0.012 2.066 -0.61 -0.78 0.62
C 3.728 2.662 -2.068 0.86 0.44 -0.11
C 3.297 -0.804 -2.145 -0.48 -0.48 -0.70
C -4.398 -1.626 -2.242 0.02 0.69 -0.02
C -2.372 3.616 3.504 0.40 0.10 -0.92
H -4.286 -0.979 -3.121 0.17 -0.06 -0.01
H -2.689 -0.309 5.803 0.29 -0.22 -0.44
H 2.284 -0.685 -1.757 0.13 0.00 0.26
H 1.003 0.298 -5.957 0.26 -0.10 -0.51
H -5.259 3.225 -2.098 0.31 0.30 0.38
H 3.268 -4.082 3.113 -0.37 0.44 0.08
H 4.240 0.633 2.727 -0.04 -0.03 -0.02
H -2.707 4.010 4.459 -0.22 -0.23 0.02
H 1.954 -1.244 5.753 -0.31 -0.29 0.12
H -0.971 -1.501 -5.404 -0.26 0.00 -0.59
H 3.439 -1.830 -2.481 0.07 -0.03 0.22
H -2.797 -1.184 -5.474 0.26 -0.05 -0.53
H -2.640 4.272 2.677 0.00 0.24 0.23
H -4.868 1.537 -2.136 0.15 -0.07 -0.14
H -2.726 -1.037 -1.461 0.18 -0.14 0.05
H 2.333 1.398 -6.461 0.16 -0.20 -0.09
H -0.057 -3.294 0.432 0.26 0.06 0.12
H -1.712 1.043 6.390 0.23 -0.06 -0.15
H -1.943 -1.420 -3.987 -0.08 0.09 -0.06
H -4.887 -2.537 -2.581 0.08 -0.16 0.28
H 3.381 -0.176 -3.034 0.24 0.21 0.17
H 0.314 -1.189 4.907 0.09 -0.36 0.39
H -3.167 1.345 5.462 0.01 -0.04 0.03
H -4.002 2.686 -3.212 -0.27 -0.21 -0.13
H 0.554 -2.586 -3.566 -0.05 -0.26 -0.14
H 3.632 2.056 -2.964 -0.45 0.00 0.03
H -3.817 1.098 0.947 0.03 0.12 0.22
H -1.283 3.514 3.500 -0.02 0.00 0.14
H -5.032 -1.069 -1.542 -0.28 -0.24 -0.06
H 5.747 -0.322 2.578 0.37 0.62 -0.33
H 0.060 -1.995 -1.990 0.27 0.00 0.01
H 4.331 -0.934 1.857 -0.30 0.25 -0.16
H 1.582 -0.104 4.464 0.17 -0.18 -0.22
H -1.490 -2.580 1.143 0.23 0.27 0.22
H 3.095 -4.827 1.520 -0.25 0.03 0.09
H -1.116 0.504 -4.075 0.02 0.56 -0.01
H 4.240 -3.545 1.714 0.03 0.07 0.29
H 1.004 1.233 -3.976 0.11 0.48 0.02
H -1.169 -4.269 1.388 0.28 -0.08 0.31
H -2.890 1.881 -1.209 -0.08 0.45 -0.10
H 4.293 3.554 -2.336 -0.15 0.04 -0.03
H 0.897 -3.542 -2.079 0.11 -0.06 -0.18
H 2.609 0.034 -5.295 0.28 0.24 0.04
H -1.800 -2.961 -2.471 0.13 0.03 0.20
H 2.790 2.969 -1.613 -0.12 -0.35 0.03
H -3.852 -0.640 0.761 0.27 -0.03 0.12
H -5.041 0.095 1.794 0.11 0.25 0.40
```
Forces are in eV/Å.

Charge ... -1
E_HOMO (spin up / spin down) ... -6.313 / -6.292 eV
Energy above the lowest of the compared OMol25 structures with the same formula, charge and spin ... 0.00 kcal per mole
LUMO energy (spin up / spin down) ... 2.2 / 2.2 eV
Multiplicity ... 6

Which charges does Mulliken predict for the atoms? In e, they are:
1 Fe 0.272
2 S 0.671
3 S 1.480
4 P -0.872
5 P -0.246
6 P -0.568
7 O -1.183
8 O -0.693
9 O -0.397
10 O -0.471
11 O -0.424
12 O -0.282
13 O -0.535
14 O -0.799
15 O -0.429
16 O -0.412
17 O 0.668
18 O -0.219
19 O -0.475
20 O 2.276
21 O -0.616
22 O -0.502
23 O -0.512
24 O -0.510
25 O -0.412
26 O -0.296
27 O 0.947
28 O 1.609
29 O -0.740
30 O -0.571
31 O -0.249
32 C -0.420
33 C -0.110
34 C -0.537
35 C -0.479
36 C -0.425
37 C -1.010
38 C -0.911
39 C -0.488
40 C -0.249
41 C -0.280
42 C -0.493
43 C -0.248
44 C -0.723
45 C -0.420
46 H 0.249
47 H 0.269
48 H -0.049
49 H 0.158
50 H 0.301
51 H 0.363
52 H 0.183
53 H 0.277
54 H 0.291
55 H 0.233
56 H 0.336
57 H 0.310
58 H 0.282
59 H 0.139
60 H 0.187
61 H 0.255
62 H 0.169
63 H 0.253
64 H -0.235
65 H 0.294
66 H 0.183
67 H 0.181
68 H 0.408
69 H 0.211
70 H 0.306
71 H 0.260
72 H 0.343
73 H 0.115
74 H 0.229
75 H 0.364
76 H -0.164
77 H -0.070
78 H 0.049
79 H 0.039
80 H 0.286
81 H 0.338
82 H 0.274
83 H 0.598
84 H 0.368
85 H 0.005
86 H 0.286
87 H 0.365
88 H 0.199
89 H 0.357
90 H 0.173
91 H 0.037
92 H 0.280

---

[3]
The following is a quantum chemistry calculation of a 8-piece molecular cluster, C14H47O17P3 overall at a distorted geometry, from the Open Molecules 2025 dataset.

Structure (XYZ):
```
81
Properties=species:S:1:pos:R:3:forces:R:3
P -2.229 4.847 0.936 -0.25 -0.62 0.01
P 3.206 3.644 -2.130 -1.43 0.34 -1.29
P 1.964 -5.440 2.545 -1.02 -1.18 -0.44
O -1.447 5.512 1.985 -0.35 0.31 -0.43
O -1.589 1.762 -2.857 0.16 0.58 -0.47
O 2.650 -5.375 1.220 -0.85 -0.13 2.22
O -1.421 -4.737 -2.862 -0.38 -0.09 -0.21
O 2.608 2.942 -0.779 0.55 2.57 -0.97
O 1.358 -6.947 2.858 1.42 1.46 -0.59
O 2.407 3.245 -3.334 1.69 -0.01 1.60
O -3.845 4.944 1.153 1.38 -0.62 -0.04
O -3.191 -5.228 -0.856 -0.15 -0.83 1.20
O -1.017 -0.422 -1.192 0.34 -0.26 -1.31
O 4.831 3.367 -2.171 -2.24 0.49 0.52
O 0.703 -4.437 2.706 0.10 -0.64 -0.13
O 2.740 -5.000 3.887 -1.17 -3.52 -1.10
O 1.459 -1.906 -1.138 0.20 0.80 -0.89
O 3.129 5.248 -1.905 2.04 -1.90 -0.22
O -1.920 5.334 -0.585 -0.37 -1.80 1.32
O -2.016 3.254 0.892 -0.20 1.41 0.18
C -2.348 2.530 2.107 -0.98 -1.28 -0.92
C -0.545 -4.704 2.066 -1.07 -0.49 -0.43
C 5.233 2.009 -2.384 0.36 -0.40 -0.37
C 0.983 -7.393 4.161 -0.14 1.03 0.91
C 2.313 1.588 -0.620 0.51 -1.26 -0.35
C -2.071 6.693 -0.906 -0.06 1.28 0.86
C 1.982 5.971 -1.512 -0.39 -0.46 1.00
C 2.981 -3.674 4.058 1.60 2.34 -0.51
C -4.409 6.223 1.340 -0.68 0.92 -0.44
C -3.634 -3.964 -0.400 0.15 -0.68 -0.72
C -1.260 -0.342 0.142 -0.17 0.66 3.06
C -0.619 2.818 -2.726 -0.87 -0.51 -0.03
C 1.552 -3.048 -0.344 -0.52 -1.07 0.80
C -0.911 -3.425 -2.991 0.93 0.37 0.04
H -0.845 -3.907 1.386 0.44 0.05 -0.01
H -1.075 -2.843 -2.084 -0.31 -0.28 -0.05
H 0.541 -3.425 -0.189 -0.04 0.16 0.18
H -0.422 -0.328 0.839 1.19 0.10 -0.56
H 0.168 -3.512 -3.113 0.16 0.32 -0.10
H 1.253 -6.618 4.879 -0.25 0.06 0.14
H -2.639 -5.119 -1.634 0.21 0.21 -0.26
H 2.000 -2.795 0.617 0.05 -0.29 0.08
H -4.010 -4.010 0.622 -0.02 -0.33 -0.03
H -1.320 1.012 -2.322 0.09 -0.16 0.11
H 4.030 -3.592 4.343 -0.06 0.26 0.46
H -2.164 7.288 0.003 0.26 0.10 0.15
H 4.424 1.357 -2.715 -0.10 0.25 -0.23
H -3.039 1.767 1.748 -0.10 -0.15 -0.01
H -1.322 -2.878 -3.840 -0.18 -0.03 0.02
H -1.780 -1.175 0.615 -0.94 -0.20 -0.59
H 0.039 2.581 -1.889 0.14 0.38 -0.02
H -3.645 6.987 1.484 -0.12 0.01 0.09
H -0.032 2.976 -3.631 0.05 -0.34 0.03
H 2.068 -3.889 -0.807 0.35 0.22 -0.05
H 6.011 2.025 -3.147 -0.13 -0.01 -0.04
H 2.608 1.027 -1.506 0.45 -0.19 0.10
H -1.501 1.956 2.482 0.26 0.73 0.14
H -1.185 3.731 -2.543 0.18 0.11 0.28
H 1.170 5.244 -1.493 -0.53 0.61 0.09
H 1.782 6.859 -2.111 0.17 -0.48 -0.63
H -1.711 0.617 0.399 -0.62 -0.21 -0.37
H -2.945 3.040 2.863 0.68 0.64 -0.06
H -4.450 -3.720 -1.080 -0.02 1.03 0.25
H -0.607 -5.658 1.543 0.66 0.05 -0.34
H -5.129 6.293 2.154 0.36 -0.57 0.38
H 1.501 -8.277 4.533 0.14 -0.20 -0.81
H 2.950 -3.206 3.074 -0.26 0.69 0.15
H -1.165 7.055 -1.394 -0.27 -0.18 -0.39
H 2.350 -1.731 -1.449 -0.07 0.33 -0.22
H -1.383 -4.817 2.753 0.38 0.37 0.73
H -3.000 6.904 -1.435 0.24 -0.36 -0.53
H 1.267 1.291 -0.541 -0.29 0.86 0.40
H 2.874 1.322 0.275 -0.19 -0.66 -0.12
H -5.013 6.439 0.459 0.20 0.24 -0.23
H -0.214 -0.931 -1.326 0.50 -0.24 -0.20
H -1.372 -5.125 -3.739 -0.11 -0.28 0.06
H 2.326 -3.180 4.776 -0.08 -0.17 -0.10
H 2.197 6.365 -0.519 -0.29 -0.22 0.21
H 5.661 1.539 -1.499 -0.07 0.43 0.31
H -2.783 -3.283 -0.403 -0.28 0.57 -0.18
H -0.096 -7.546 4.197 0.07 -0.09 -0.12
```
Forces are in eV/Å.

SMILES string ... COP(=O)(OC)OC.COP(=O)(OC)OC.COP(=O)(OC)OC.CO.CO.CO.CO.CO
Charge ... 0
E_HOMO ... -9.062 eV
Energy above the lowest of the compared OMol25 structures with the same formula, charge and spin ... 50.52 kcal per mole
LUMO energy ... 0.2 eV

Which charges does Mulliken predict for the atoms? In e, they are:
1 P 0.632
2 P 1.010
3 P 1.034
4 O -0.672
5 O -0.600
6 O -0.672
7 O -0.530
8 O -0.264
9 O -0.364
10 O -0.620
11 O -0.348
12 O -0.590
13 O -0.506
14 O -0.365
15 O -0.234
16 O -0.286
17 O -0.386
18 O -0.429
19 O -0.047
20 O -0.023
21 C -0.936
22 C -0.464
23 C -0.642
24 C -0.640
25 C -0.235
26 C -0.729
27 C -0.319
28 C -0.481
29 C -0.710
30 C -0.359
31 C -0.420
32 C 0.123
33 C -0.559
34 C -0.139
35 H -0.130
36 H -0.228
37 H -0.052
38 H 0.305
39 H 0.262
40 H 0.295
41 H 0.441
42 H 0.285
43 H 0.267
44 H 0.487
45 H 0.282
46 H 0.363
47 H 0.295
48 H 0.374
49 H 0.359
50 H 0.229
51 H -0.301
52 H 0.340
53 H 0.349
54 H 0.455
55 H 0.281
56 H 0.203
57 H 0.343
58 H 0.080
59 H -0.050
60 H 0.327
61 H -0.028
62 H 0.357
63 H 0.316
64 H 0.421
65 H 0.264
66 H 0.266
67 H 0.151
68 H 0.226
69 H 0.215
70 H 0.397
71 H 0.276
72 H -0.198
73 H 0.433
74 H 0.257
75 H 0.292
76 H 0.287
77 H 0.232
78 H 0.310
79 H 0.273
80 H -0.105
81 H 0.271

---

no.,molecular weight (Da)
1,370.53
2,828.41
3,580.43